[1]
Below is a cluster of 21 separate species, H41O21 in total at a distorted geometry, with properties calculated with ωB97M-V/def2-TZVPD.

Cartesian coordinates (Å):
O1 2.05033 -0.98469 -4.04229
H1 1.50492 -1.04267 -3.26179
H2 2.92935 -0.96596 -3.65069
O2 2.01632 -1.92212 4.66006
H3 4.04434 -2.11822 -1.69959
H4 -1.94473 -3.11285 -0.03134
O3 4.45093 -1.31293 1.55696
H5 -0.24553 -0.93588 -1.48929
H6 3.80018 -1.89495 1.15771
O4 -0.25130 -0.28541 -2.19097
H7 -1.76934 3.19282 -0.91721
H8 -3.81638 2.82401 0.81848
O5 -3.15621 3.51529 0.70049
H9 -2.70139 3.45019 1.55157
H10 -2.42464 0.02868 -3.24617
O6 2.30033 2.56948 2.39955
H11 0.04363 3.37181 4.32243
H12 2.04318 3.45539 2.10116
O7 -0.82512 3.20085 3.96724
H13 4.01853 -0.52043 1.87036
H14 -0.14384 -1.61659 2.06375
O8 -3.94858 -1.11248 2.33455
H15 -0.15834 0.63692 -1.94002
H16 1.99441 2.64040 3.31203
O9 1.58227 -1.73503 1.58627
H17 -4.15008 -0.76699 1.46859
H18 -2.22723 2.21122 -1.80136
O10 -2.47678 -0.07094 -4.21577
H19 -0.71568 2.60585 3.20318
H20 -1.82161 -3.94657 -1.19646
O11 -0.50533 1.93690 -5.32365
H21 -0.14705 1.23655 0.92797
H22 -1.17175 1.35368 -4.92380
O12 2.11324 -1.70019 -0.84296
H23 1.58902 -0.89098 -0.88564
H24 1.79538 -1.81894 0.19284
O13 -1.48876 2.81547 -1.76940
H25 2.25565 -2.05162 2.17918
H26 1.65137 -1.04685 4.48484
O14 -1.71863 -3.89005 2.23121
H27 -1.41097 -3.68230 3.09448
H28 -1.04454 -3.35021 1.78908
O15 -0.94892 -1.11159 1.84970
H29 0.18781 2.65767 -2.40032
H30 -0.80506 -0.79140 0.96593
O16 -0.80921 1.81223 1.38777
H31 -1.67036 -0.59989 -4.31524
O17 -1.50826 -3.08247 -0.89945
H32 2.42883 -2.10609 3.81567
H33 -0.74722 2.66684 0.95035
O18 -3.33941 0.33940 -1.72249
H34 1.75991 1.54202 1.13815
H35 -3.27994 -0.20417 -0.94982
O19 1.50414 0.80185 0.56715
H36 1.35129 2.22142 -1.55739
H37 2.08953 0.05993 0.83367
O20 1.13038 2.42259 -2.47220
H38 -3.03127 -0.93197 2.58330
H39 -4.17555 0.22473 -2.18282
O21 4.43813 -3.00798 -1.75638
H40 3.53444 -3.35464 -1.86354
H41 -0.02883 2.17186 -4.51762

Results
Charge   -1
E_tot   -43665.473 eV
Orbital gap   8.32 eV
LUMO level   1.4 eV
HOMO energy   -6.90 eV
Relative energy (zero: lowest compared OMol25 entry of this formula, charge and spin)   279.8 kJ/mol



[2]
Below is a cluster of 21 separate species, H42O21 in total at a distorted geometry, with properties calculated with ωB97M-V/def2-TZVPD.

Cartesian coordinates (Å):
O1 2.67759 0.23936 -0.70650
H1 2.56238 0.11077 -1.64026
H2 1.87643 0.60717 -0.34596
O2 0.38277 -3.87023 -2.86072
H3 0.78786 -3.26677 -2.19519
H4 0.68429 -4.71809 -2.51364
O3 -1.37069 0.15779 -1.63398
H5 -1.66508 1.04398 -1.98800
H6 -2.10685 -0.45944 -1.74279
O4 -2.10269 -1.45047 2.92736
H7 -1.29058 -1.13398 3.27245
H8 -2.21289 -2.36665 3.16492
O5 -2.71943 1.70146 2.50152
H9 -3.23931 1.05552 2.00153
H10 -2.01060 2.12277 1.99233
O6 -1.89888 3.02410 -1.61440
H11 -1.99027 3.92162 -1.24495
H12 -2.25796 3.03101 -2.49401
O7 3.86846 2.50941 -1.74045
H13 4.31105 2.74030 -0.94035
H14 3.05874 2.81356 -2.12532
O8 -1.03583 -4.19343 3.15941
H15 -0.13680 -4.16393 3.47168
H16 -0.92841 -3.72983 2.32891
O9 -2.87627 0.26385 -3.62854
H17 -2.51171 -0.62219 -3.81700
H18 -3.80933 0.02200 -3.65894
O10 -0.96426 3.47888 -4.18925
H19 -1.01004 2.51391 -4.16506
H20 -0.22299 3.50073 -3.55783
O11 3.98563 0.68590 1.83254
H21 3.57832 0.07544 2.47936
H22 4.86782 0.93084 2.09752
O12 0.19684 -2.69598 1.01971
H23 -0.68974 -2.22960 0.98918
H24 0.63573 -2.59822 0.16383
O13 -4.43747 -0.39620 -0.03331
H25 -3.95889 -1.19865 -0.21119
H26 -5.06623 -0.46991 0.72832
O14 -0.84729 2.60739 0.89413
H27 -0.04817 3.09271 0.71579
H28 -1.08372 2.26588 -0.02176
O15 3.36876 -3.01568 0.09661
H29 2.86777 -2.18203 0.10439
H30 4.24961 -2.85718 0.43563
O16 -1.20011 -2.23649 -4.96795
H31 -0.68780 -1.47827 -4.67941
H32 -1.31403 -2.74383 -4.09313
O17 2.11913 3.43204 -0.04820
H33 1.57335 3.39135 -0.83071
H34 2.44091 2.51409 0.06891
O18 0.67414 -0.14944 -3.02888
H35 0.12981 0.31870 -3.65475
H36 -0.06957 -0.32240 -2.34925
O19 -0.40593 0.60381 3.46831
H37 -1.16682 1.06280 3.86487
H38 -0.43248 0.67979 2.52285
O20 2.29257 -2.00365 3.94569
H39 2.49507 -2.59804 3.21077
H40 1.40343 -2.19675 4.20953
O21 1.14290 1.78608 5.30900
H41 0.68164 0.93569 5.28662
H42 0.85612 2.10662 4.45804

Results
Charge   -1
E_tot   -43678.612 eV
Orbital gap (spin up / spin down)   2.80 / 10.12 eV
LUMO level (spin up / spin down)   2.1 / 1.8 eV
Multiplicity   2
HOMO energy (spin up / spin down)   -0.68 / -8.28 eV
Relative energy (zero: lowest compared OMol25 entry of this formula, charge and spin)   101.6 kJ/mol



[3]
Below is a cluster of 21 separate species, H42O25P2 in total at a distorted geometry, with properties calculated with ωB97M-V/def2-TZVPD.

Cartesian coordinates (Å):
O1 -1.52342 0.96905 1.10476
O2 1.18670 -0.91665 -0.91892
O3 -1.24593 0.40266 -1.49672
O4 1.17250 -0.28965 1.57909
O5 0.66643 1.69296 -0.29192
P1 -0.74837 1.06473 -0.17518
P2 1.07108 0.16799 0.08593
H1 -2.29445 0.55747 -1.43176
H2 1.74815 -1.15723 1.53863
O6 -0.41207 -2.70852 3.12513
H3 -0.52369 -2.29167 4.04030
H4 -1.23456 -3.26442 2.92958
O7 3.70139 0.41749 -1.85749
H5 4.59356 0.85323 -1.66277
H6 3.78618 -0.10173 -2.72176
O8 -2.22222 0.50044 -4.83480
H7 -1.94001 1.46666 -4.93747
H8 -1.44528 -0.01471 -4.44143
O9 -1.12463 -1.76845 0.50839
H9 -1.51186 -2.39791 -0.18270
H10 -1.11277 -2.24752 1.39951
O10 -4.79419 -0.77651 -3.75312
H11 -4.55867 -1.75921 -3.80400
H12 -3.98651 -0.24317 -4.04801
O11 1.45821 2.79629 -3.46484
H13 2.21026 2.88698 -4.13563
H14 1.79015 3.13590 -2.57139
O12 1.36559 -4.64331 2.46230
H15 0.65324 -3.99962 2.78167
H16 1.09642 -4.98296 1.54800
O13 -4.59168 -1.18412 0.19663
H17 -4.23526 -2.00296 -0.27899
H18 -5.60212 -1.23676 0.20051
O14 -3.65245 0.86572 -1.18264
H19 -4.19069 1.70374 -1.36088
H20 -4.25778 0.19249 -0.73087
O15 -4.18266 0.38828 2.84029
H21 -3.22024 0.69870 2.87411
H22 -4.26178 -0.31487 2.11704
O16 1.55879 5.34111 0.75807
H23 2.40157 4.79392 0.63950
H24 0.85468 4.97547 0.13015
O17 0.44812 -0.18554 -4.10732
H25 0.80644 -0.88428 -3.46925
H26 0.89922 0.69514 -3.89598
O18 3.27326 -0.43634 4.07512
H27 2.78482 0.37884 4.42250
H28 2.80837 -1.25962 4.43546
O19 -4.29864 3.27072 -1.64139
H29 -5.19812 3.61443 -1.33064
H30 -3.57956 3.74453 -1.11018
O20 4.00360 0.97353 1.62224
H31 3.64381 0.79605 2.55111
H32 4.89175 0.49729 1.53196
O21 1.88908 -2.64456 -3.52949
H33 2.31746 -3.53398 -3.75124
H34 2.57056 -1.91585 -3.69777
O22 4.90260 -1.91936 0.06705
H35 5.60498 -1.19207 0.02866
H36 4.97616 -2.47336 -0.77641
O23 2.74304 -2.26219 1.45279
H37 2.52399 -3.19692 1.77227
H38 3.59538 -2.30654 0.90936
O24 -1.82111 1.86865 3.94094
H39 -1.47358 1.45975 4.79872
H40 -2.13185 2.80995 4.14380
O25 0.51257 2.20735 2.60273
H41 -0.34396 2.40771 3.10270
H42 1.21001 1.91735 3.27596

Results
Charge   +2
E_tot   -70427.434 eV
Orbital gap   3.79 eV
LUMO level   -10.9 eV
HOMO energy   -14.71 eV



[4]
Below is a cluster of 21 separate species, H43O21 in total at a distorted geometry, with properties calculated with ωB97M-V/def2-TZVPD.

Cartesian coordinates (Å):
O1 -2.01580 -4.35873 0.00343
H1 1.80567 -0.76395 4.24842
H2 -0.80305 0.95206 -1.14299
O2 3.40336 -1.55200 1.61380
H3 3.45959 -2.02102 0.86699
H4 -2.34480 4.21608 -2.87043
O3 -2.15163 -0.65853 -1.66888
H5 -1.80604 -0.90130 -2.48486
H6 -3.14851 3.43381 -0.74849
O4 -0.56671 2.44346 3.47106
H7 -2.85279 2.08258 -1.40945
H8 3.42681 1.24613 -4.23655
O5 -0.08566 4.09885 1.55202
H9 1.39393 -0.27225 -1.00028
H10 -0.41984 4.97196 1.69862
O6 -2.99153 2.47833 -0.55948
H11 2.12541 0.44711 3.46869
H12 2.70510 2.97411 -0.03347
O7 0.53488 -3.76892 -4.01853
H13 -0.32933 4.10947 0.63989
H14 1.99172 3.40665 3.27593
O8 -1.55250 4.02568 -2.28971
H15 -2.91929 -4.47158 0.29490
H16 1.30668 2.41985 4.03408
O9 1.51494 0.38395 0.98971
H17 -4.18458 -1.11178 -0.22200
H18 1.80231 1.18685 1.61813
O10 1.34970 -0.06882 -1.87777
H19 -0.58447 2.56337 2.44271
H20 -0.06342 0.12206 3.21269
O11 -1.67702 -2.99685 3.36382
H21 -1.69720 -3.93777 3.01628
H22 -0.06000 -3.07263 -4.25412
O12 0.08893 -0.36995 -4.07385
H23 -0.64621 -0.28475 -4.65031
H24 0.45192 -3.67197 -3.09356
O13 -4.65067 -1.03128 0.65041
H25 2.04799 -0.39307 1.27728
H26 -5.07950 -0.17957 0.33991
O14 2.44364 2.22466 -0.41832
H27 1.56922 2.33327 -1.00820
H28 -1.00607 3.50305 -2.74324
O15 -0.53331 1.27632 -1.97641
H29 -1.44492 -0.46133 1.95515
H30 2.94378 -1.98063 2.27150
O16 -1.10257 -1.77155 0.51528
H31 -1.65255 -2.55765 2.48607
O17 2.26592 -4.26996 -0.91571
H32 3.30950 -4.31807 -0.71544
H33 1.93303 -5.01416 -0.17738
O18 -0.61231 0.02982 2.23619
H34 0.13101 -0.18860 1.64963
H35 -1.89758 -4.92508 -0.75695
O19 2.94508 1.32841 -3.46979
H36 2.05805 0.53829 -2.24562
H37 0.66716 0.42014 -4.10161
O20 2.14191 2.63770 3.77162
H38 3.27873 1.77309 -2.74828
H39 -1.49497 2.62472 3.63420
O21 1.45425 -0.27001 3.39953
H40 -2.63059 0.12218 -1.82771
H41 -0.21408 0.67367 -2.60202
H42 -0.89124 -2.64471 0.32568
H43 -1.85996 -1.43325 -0.07108

Results
Charge   +1
E_tot   -43684.902 eV
Orbital gap   9.53 eV
LUMO level   -2.6 eV
HOMO energy   -12.11 eV
Relative energy (zero: lowest compared OMol25 entry of this formula, charge and spin)   762.8 kJ/mol



[5]
Below is a cluster of 23 separate species, H46O23 in total at a distorted geometry, with properties calculated with ωB97M-V/def2-TZVPD.

Cartesian coordinates (Å):
O1 2.07173 1.23309 -1.76685
H1 2.38237 1.76868 -0.98615
H2 2.44790 1.72480 -2.49815
O2 3.71825 5.49083 0.73834
H3 3.48978 5.24137 -0.12596
H4 3.44143 6.41177 0.81265
O3 1.98764 2.84625 0.41285
H5 2.71433 3.03719 1.09454
H6 1.17448 2.98174 0.93090
O4 3.71530 -1.57842 -3.65838
H7 3.09437 -0.86676 -3.79250
H8 4.46933 -1.13722 -3.19689
O5 -3.88160 1.76736 0.70301
H9 -3.25023 1.16008 0.29655
H10 -4.73466 1.38504 0.47430
O6 -4.08542 -3.57846 0.96986
H11 -3.29185 -3.71130 0.46096
H12 -4.31302 -4.42881 1.34108
O7 3.19159 -3.63440 0.50809
H13 3.42646 -2.91763 1.12933
H14 3.96720 -4.20248 0.38452
O8 -0.73069 2.25268 -1.54787
H15 0.11347 2.46559 -1.91064
H16 -1.12788 3.06455 -1.26305
O9 2.41864 -1.78420 2.83141
H17 1.71098 -1.60638 2.18846
H18 2.00252 -2.49217 3.31839
O10 -1.26825 -1.99187 -2.62846
H19 -1.76399 -1.52280 -1.93688
H20 -0.37342 -2.18973 -2.24474
O11 -0.77322 3.22044 1.62708
H21 -0.98068 3.03502 0.69033
H22 -1.36253 2.58582 2.11082
O12 0.53005 -0.73440 0.65383
H23 0.75500 0.13944 0.75273
H24 0.83960 -0.98668 -0.21371
O13 -0.28724 -3.29417 3.84736
H25 -0.10357 -2.70429 4.56980
H26 -1.00638 -2.87062 3.32256
O14 -2.25107 5.71945 1.47511
H27 -1.73656 4.89366 1.44187
H28 -2.94173 5.47582 2.14264
O15 -1.70604 -1.83199 2.24272
H29 -2.63273 -1.95989 2.12555
H30 -1.31514 -2.36686 1.49662
O16 2.63523 1.05892 -4.96825
H31 2.57580 1.52449 -5.83157
H32 1.78666 0.72101 -4.74240
O17 0.78160 -4.80084 1.69759
H33 0.82040 -4.40017 2.56831
H34 1.55236 -4.46340 1.25881
O18 0.74906 -0.12599 -3.75450
H35 0.77818 0.41319 -2.95196
H36 -0.15987 -0.59132 -3.69791
O19 -1.36472 -3.61152 0.23327
H37 -0.67866 -4.29931 0.55320
H38 -1.03143 -3.36194 -0.66810
O20 -2.49985 3.95754 -0.62769
H39 -3.05061 3.42145 -0.08117
H40 -2.70687 4.90181 -0.46806
O21 1.38192 -2.26741 -1.53472
H41 1.85537 -3.02524 -1.14672
H42 2.01974 -2.00393 -2.19264
O22 -2.10581 -0.01993 -0.51791
H43 -1.54879 -0.36232 0.20519
H44 -1.57043 0.73628 -0.95561
O23 -2.49846 1.26695 2.94565
H45 -2.24054 0.34611 3.04807
H46 -3.22482 1.47640 2.30512

Results
E_tot   -47843.261 eV
Orbital gap   11.24 eV
LUMO level   0.0 eV
HOMO energy   -11.23 eV
Relative energy (zero: lowest compared OMol25 entry of this formula, charge and spin)   36.5 kJ/mol



[6]
Below is a cluster of 24 separate species, H48O24 in total at a distorted geometry, with properties calculated with ωB97M-V/def2-TZVPD.

Cartesian coordinates (Å):
O1 5.15466 4.95729 1.98699
H1 5.77419 5.67271 2.07420
H2 5.06065 4.94394 1.03726
O2 0.46592 3.79656 2.87659
H3 1.05485 4.33410 3.38820
H4 0.42007 4.23842 2.00550
O3 0.03073 4.32497 -0.04737
H5 -0.08898 5.16932 -0.48307
H6 -0.86174 3.96143 -0.23760
O4 1.86471 -1.25418 3.24676
H7 1.89222 -1.74051 2.39117
H8 2.67729 -1.72026 3.64826
O5 1.62836 2.70142 -1.77273
H9 1.72471 1.90557 -1.22762
H10 1.22550 3.31857 -1.13114
O6 1.07078 1.17508 1.94031
H11 1.08066 2.05202 2.34672
H12 1.51545 0.55702 2.50335
O7 0.50524 0.34152 -4.33409
H13 1.37960 -0.10842 -4.40183
H14 0.65587 1.25527 -4.74894
O8 -1.44797 -1.03009 -2.82715
H15 -2.20115 -0.77404 -3.38030
H16 -0.66871 -0.60781 -3.34088
O9 -2.42361 -1.24378 3.52804
H17 -1.60823 -1.01918 2.99386
H18 -2.71093 -0.39232 3.90576
O10 -0.19662 -2.98419 4.66043
H19 0.42665 -2.31031 4.39180
H20 -1.08874 -2.60995 4.46856
O11 -2.18657 1.66037 2.94198
H21 -2.54937 2.14930 2.17596
H22 -1.31019 2.03656 2.98393
O12 3.37733 0.17099 -3.58920
H23 3.49576 -0.59776 -3.02697
H24 3.54673 0.98789 -3.08654
O13 0.42104 -3.47999 -1.38238
H25 -0.15728 -3.59171 -0.59706
H26 -0.19120 -3.18848 -2.06528
O14 -0.00429 -4.78449 2.31259
H27 -0.94459 -4.73308 1.96593
H28 -0.04295 -4.14059 3.06879
O15 -1.31241 -0.68515 1.05274
H29 -0.86194 -0.97395 0.22883
H30 -0.75857 0.04965 1.37196
O16 1.66171 2.90966 -4.57183
H31 2.48890 2.62280 -5.00794
H32 1.82852 3.02383 -3.64665
O17 -2.38691 2.82637 -0.32600
H33 -3.18395 3.21207 -0.72076
H34 -2.43416 1.87967 -0.48700
O18 1.96513 -0.29130 -0.59550
H35 1.39745 -0.89815 -1.07660
H36 1.64523 -0.20974 0.30739
O19 3.54041 -2.94746 -2.69496
H37 3.36013 -3.12239 -3.63409
H38 2.78969 -3.33565 -2.20789
O20 -3.52019 1.26769 -3.89851
H39 -3.90985 0.73601 -4.55958
H40 -3.86112 0.93783 -3.06435
O21 -3.98891 -1.88915 1.20328
H41 -4.96246 -1.87727 1.33384
H42 -3.59469 -1.85230 2.09237
O22 -2.07273 -3.84376 0.42450
H43 -2.51800 -2.98796 0.67908
H44 -2.70369 -4.32812 -0.13418
O23 1.82487 -3.01363 1.28222
H45 1.75186 -2.90961 0.29739
H46 1.08030 -3.60275 1.50129
O24 -3.17386 0.32591 -0.85559
H47 -3.29353 -0.26234 -0.07627
H48 -2.56310 -0.15999 -1.37997

Results
E_tot   -49923.282 eV
Orbital gap   10.80 eV
LUMO level   0.1 eV
HOMO energy   -10.74 eV
Relative energy (zero: lowest compared OMol25 entry of this formula, charge and spin)   77.9 kJ/mol